The following is a DFT calculation (wB97M-V/def2-TZVPD) of C21H22BrN3S in the gas phase.

The geometry in ORCA input format:
```
! RIJCOSX wB97M-V def2-TZVPD def2/J DEFGRID3
* xyz 0 1
Br 4.22731 -3.17786 2.99642
S -2.93006 3.65612 -1.96395
N -1.61396 1.78086 -3.25038
N -1.93427 0.03190 -5.44652
N -1.38910 0.10897 0.81161
C -2.53222 -1.01060 -6.25037
C -0.94715 1.29828 1.33106
C -0.43568 1.59205 2.58901
C -0.20267 3.88806 1.85962
C -1.46807 -0.46414 -4.16675
C 1.42614 -2.80787 3.38916
C -0.06942 2.89734 2.83608
C 1.04244 -1.38538 1.04040
C -1.42070 -1.14082 1.51715
C -1.60549 1.63442 -0.83029
C 2.30767 -1.83701 1.36646
C -1.99704 2.29044 -2.06861
C -0.70195 3.60171 0.60937
C -1.08502 2.29087 0.33504
C -2.83630 1.15301 -5.24751
C 0.16741 -2.34498 3.05288
C -0.03779 -1.63255 1.87819
C -0.72873 0.65841 -3.43635
C -1.76783 0.31596 -0.48163
C -2.11098 2.27816 -4.51108
C 2.48837 -2.54750 2.54048
H 1.58199 -3.36037 4.30272
H -1.79996 -1.80078 -6.41013
H -1.26702 2.62465 -5.11635
H 0.90012 -0.82758 0.12671
H -2.01829 -1.03148 2.43018
H -3.42787 -1.44943 -5.78305
H -2.18214 -0.49175 -1.05690
H -1.91496 -1.88187 0.87874
H -2.30603 -0.82328 -3.53901
H -0.32380 0.82637 3.34236
H -2.78788 3.11169 -4.31816
H -0.66349 -2.54123 3.71473
H -3.16395 1.51368 -6.22423
H 0.10855 0.98398 -4.06543
H -3.72938 0.85758 -4.66701
H 0.09451 4.89860 2.09701
H -2.81293 -0.59547 -7.21671
H -0.34256 0.31551 -2.47726
H -0.81130 4.36897 -0.14079
H 3.14498 -1.63904 0.71548
H -0.78509 -1.29873 -4.34186
H 0.32990 3.16198 3.80397
*
```

For the highest occupied orbital energy, the calculation gives -7.69 eV. Its structure (SMILES) is CN1CCN(C(=S)c2cn(Cc3ccc(Br)cc3)c3ccccc23)CC1. The largest force on an atom comes out at 0.726 eV/A.